# 1
Below is a cluster of 3 separate species, C28H19Cl2NO5P2 in total, with properties calculated with ωB97M-V with the def2-TZVPD basis set.

The net charge is 0. The calculation puts the frontier orbital gap at 8.09 eV. The spin multiplicity is 1. The value obtained for the maximum force is 0.631 eV Å⁻¹. As for the SMILES: O=C1c2ccccc2C(=O)c2ccccc21.O=C1c2ccccc2C(=O)c2ccccc21.NP(O)#P(Cl)Cl. Its total energy is -84697.935 eV.

```
57
C28H19Cl2NO5P2 (ωB97M-V with the def2-TZVPD basis set)
Cl 2.518 -2.737 0.320
Cl 2.622 -5.476 -1.258
P 5.342 -3.890 -1.014
P 3.194 -3.526 -1.461
O -1.545 -2.857 3.923
O 5.622 -2.368 -0.475
O 2.671 0.228 -3.992
O -4.238 1.466 2.235
O -0.338 4.128 -1.864
N 5.370 -4.785 0.421
C -2.586 -0.152 1.761
C -0.853 3.203 -5.907
C 0.364 3.269 -2.351
C -3.960 -0.169 3.914
C 0.880 1.550 -5.688
C 1.017 1.875 -4.345
C 3.110 0.881 -1.308
C -3.605 -1.898 5.555
C -0.601 -1.266 0.174
C -4.611 -1.357 6.335
C 2.174 1.539 -2.093
C -0.050 2.215 -6.467
C -1.315 -0.160 -0.274
C -0.880 -1.820 1.409
C 3.280 1.245 0.015
C -2.173 -1.899 3.526
C -4.963 0.375 4.705
C -1.876 -1.270 2.205
C 2.519 2.272 0.561
C -3.647 0.474 2.602
C -3.273 -1.305 4.344
C -2.302 0.399 0.518
C 0.221 2.876 -3.785
C 1.399 2.563 -1.541
C 2.016 1.132 -3.520
C -5.287 -0.218 5.913
C 1.580 2.929 -0.214
C -0.718 3.533 -4.570
H 2.654 2.554 1.597
H -0.153 1.964 -7.514
H 6.547 -2.306 -0.227
H -1.331 4.301 -4.119
H -5.480 1.259 4.360
H -1.094 0.270 -1.243
H -6.070 0.207 6.527
H 1.508 0.776 -6.106
H -0.334 -2.681 1.771
H 0.973 3.724 0.196
H 0.177 -1.693 -0.443
H 3.694 0.080 -1.741
H 5.712 -5.720 0.240
H 4.501 -4.834 0.945
H -3.066 -2.780 5.871
H -1.583 3.717 -6.517
H -4.872 -1.823 7.276
H -2.861 1.264 0.188
H 4.001 0.719 0.628
```

---

# 2
Below is a structure of composition C28H19Cl3CuN3O2 in a non-equilibrium geometry, with properties calculated with ωB97M-V with the def2-TZVPD basis set.

The net charge is -1. The relative energy (zero: lowest compared OMol25 entry of this formula, charge and spin) comes out at 1.315 eV. The calculation puts the frontier orbital gap (spin up / spin down) at 6.68 / 7.66 eV. The spin multiplicity is 2. The value obtained for the maximum force is 2.615 eV Å⁻¹. Its total energy is -120115.230 eV.

```
56
C28H19Cl3CuN3O2 (ωB97M-V with the def2-TZVPD basis set)
Cu 1.086 0.586 -1.639
Cl -0.898 -1.747 -6.258
Cl -0.384 1.068 -6.050
Cl -2.364 -0.157 -4.368
O 0.551 0.423 -3.420
O 0.547 -1.803 -3.753
N 1.608 1.788 -0.426
N 3.694 0.917 -2.818
N 2.098 2.088 -1.629
C -2.578 -1.379 1.282
C 0.245 -0.657 -3.967
C -3.220 -0.946 0.111
C 0.246 -0.737 -0.570
C 4.951 0.687 -3.141
C -0.936 -4.631 3.805
C -5.109 -0.183 1.383
C -1.510 -3.699 2.967
C 0.429 -4.878 3.765
C -4.466 -0.358 0.165
C 5.748 2.325 -1.611
C -0.431 -1.355 0.239
C 3.432 1.829 -1.882
C 1.217 -4.178 2.860
C 0.881 3.813 0.659
C -0.790 -0.386 -5.153
C -1.401 4.097 1.366
C -0.721 -2.942 2.079
C 0.569 2.577 0.082
C 0.660 -3.225 2.042
C 4.441 2.573 -1.251
C -0.097 4.561 1.288
C -1.246 -1.943 1.204
C -3.222 -1.154 2.506
C 6.020 1.355 -2.571
C -0.753 2.136 0.150
C -4.472 -0.570 2.552
C -1.723 2.881 0.790
H 1.271 -2.663 1.352
H -1.018 1.194 -0.301
H 4.185 3.308 -0.503
H -2.156 4.669 1.886
H -6.091 0.268 1.417
H 6.560 2.868 -1.146
H -4.951 -0.394 3.508
H -4.942 -0.019 -0.745
H 0.160 5.510 1.742
H -2.582 -3.566 2.981
H -2.732 2.494 0.834
H -1.559 -5.185 4.498
H 1.897 4.183 0.617
H 7.033 1.114 -2.857
H 5.103 -0.086 -3.885
H -2.708 -1.395 3.424
H 2.277 -4.384 2.801
H 0.875 -5.607 4.428
H -2.724 -1.089 -0.838
```

---

# 3
Below is a structure of composition C28H19F3N5O3RhS3Se in a non-equilibrium geometry, with properties calculated with ωB97M-V with the def2-TZVPD basis set.

The net charge is -2. The relative energy (zero: lowest compared OMol25 entry of this formula, charge and spin) comes out at 0.546 eV. The calculation puts the frontier orbital gap at 6.29 eV. The spin multiplicity is 1. The value obtained for the maximum force is 1.227 eV Å⁻¹. Its total energy is -151953.547 eV.

```
63
C28H19F3N5O3RhS3Se (ωB97M-V with the def2-TZVPD basis set)
Rh -1.477 -0.049 0.542
Se -2.373 2.027 -0.348
S 2.385 0.258 1.990
S 5.163 0.231 2.987
S 0.472 1.054 -0.340
F -1.126 2.059 2.589
F -0.233 0.148 3.056
F -2.361 0.398 3.207
O 1.835 -3.081 1.908
O -0.003 -1.651 0.797
O -3.524 -0.405 0.885
N 3.086 1.199 -0.264
N -1.718 -1.391 -1.080
N -5.844 4.263 1.953
N 4.233 1.034 0.499
N -0.596 -2.164 -1.398
C -6.748 -0.670 -0.669
C 3.298 -4.246 0.503
C 5.300 2.185 -1.344
C 2.158 -3.451 0.659
C 4.068 0.543 1.748
C 5.426 1.468 -0.151
C -4.373 2.351 1.809
C -4.375 -0.668 -0.049
C 2.019 0.843 0.389
C 6.428 2.636 -2.007
C -3.758 2.837 0.657
C -1.301 0.722 2.398
C 1.399 -3.096 -0.470
C -5.386 3.090 2.397
C 1.804 -3.562 -1.719
C 7.818 1.662 -0.331
C 7.699 2.384 -1.506
C 6.698 1.198 0.348
C -2.769 -1.620 -1.759
C -6.474 -1.280 -1.900
C -4.225 4.071 0.187
C -5.155 -1.543 -2.203
C 2.931 -4.350 -1.873
C 3.679 -4.686 -0.748
C -5.242 4.724 0.853
C -5.744 -0.378 0.220
C 0.177 -2.238 -0.346
C -4.102 -1.229 -1.335
H 6.808 0.636 1.259
H -4.904 -2.017 -3.148
H 3.868 -4.491 1.390
H 1.068 -2.455 1.817
H -2.675 -2.251 -2.644
H -3.788 4.516 -0.700
H 8.798 1.446 0.078
H 6.306 3.193 -2.928
H -5.961 0.091 1.171
H 1.202 -3.277 -2.572
H -5.599 5.681 0.479
H 3.230 -4.690 -2.856
H -4.079 1.404 2.231
H 8.578 2.744 -2.025
H -5.867 2.705 3.292
H -7.267 -1.534 -2.591
H 4.572 -5.293 -0.851
H -7.772 -0.418 -0.410
H 4.314 2.380 -1.733
```

---

# 4
Below is a structure of composition C28H20AsBiF5N2S2 in a non-equilibrium geometry, with properties calculated with ωB97M-V with the def2-TZVPD basis set.

The net charge is +1. The relative energy (zero: lowest compared OMol25 entry of this formula, charge and spin) comes out at 0.155 eV. The calculation puts the frontier orbital gap at 7.79 eV. The spin multiplicity is 1. The value obtained for the maximum force is 1.993 eV Å⁻¹. Its total energy is -134270.839 eV.

```
59
C28H20AsBiF5N2S2 (ωB97M-V with the def2-TZVPD basis set)
Bi -0.468 1.146 -0.883
As 1.200 -0.969 -0.029
S 1.335 2.429 0.247
S -1.667 1.447 1.367
F -3.450 1.258 3.604
F -6.775 -1.507 1.725
F -5.790 -0.081 3.843
F -3.059 -0.254 -0.862
F -5.363 -1.561 -0.620
N -2.151 4.275 -3.698
N -0.918 3.221 -2.223
C -0.466 -1.479 2.236
C 0.020 -1.009 4.532
C 5.218 1.549 -0.123
C 2.155 -3.138 -1.757
C -3.916 0.566 2.568
C -5.119 -0.116 2.698
C 0.815 -1.063 1.879
C 4.083 -0.553 -0.312
C -4.914 -0.877 0.430
C -1.004 3.902 -4.332
C 1.824 -2.818 -0.442
C -3.175 0.549 1.376
C 2.819 1.457 0.036
C 2.578 -4.417 -2.077
C -0.865 -1.449 3.560
C 1.307 -0.633 4.185
C 1.707 -0.649 2.859
C 2.665 -5.386 -1.088
C 4.003 2.186 0.048
C -2.056 3.849 -2.429
C 1.882 -3.801 0.541
C 5.259 0.177 -0.322
C 2.303 -5.081 0.214
C 2.854 0.069 -0.107
C -3.714 -0.187 0.324
C -3.283 4.919 -4.302
C -0.247 3.247 -3.407
C -5.627 -0.847 1.622
H -1.864 -1.757 3.830
H 2.330 -5.841 0.981
H -3.022 5.230 -5.311
H 3.945 3.256 0.181
H -0.812 4.116 -5.362
H 3.003 -6.382 -1.335
H -3.582 5.792 -3.724
H 2.083 -2.381 -2.531
H 2.819 -4.661 -3.101
H -2.802 4.020 -1.680
H 6.199 -0.326 -0.484
H 0.727 2.811 -3.505
H 1.601 -3.563 1.562
H -4.127 4.229 -4.350
H 4.112 -1.624 -0.487
H 2.707 -0.328 2.584
H -1.151 -1.821 1.462
H -0.298 -0.953 5.562
H 6.130 2.126 -0.122
H 2.001 -0.313 4.947
```

---

> Number 3 is which compound?

C28H19F3N5O3RhS3Se